Entry A
{
  "formula": "C4H12N2O",
  "method": "wB97M-V/def2-TZVPD",
  "elements": ["N", "C", "C", "N", "C", "C", "O", "H", "H", "H", "H", "H", "H", "H", "H", "H", "H", "H", "H"],
  "coordinates": [[-1.214, -1.100, -1.397], [-0.447, -2.234, -1.052], [0.586, 2.488, -0.288], [0.092, 1.198, -0.424], [0.768, 0.344, 0.532], [-0.280, -0.186, 1.605], [0.019, -1.535, 1.797], [-0.358, -2.542, 0.064], [-0.734, -0.167, -1.218], [-2.215, -1.087, -1.058], [-0.670, -3.055, -1.740], [0.549, -1.850, -0.934], [1.750, 2.517, -0.414], [0.275, 3.106, 0.581], [0.349, 3.199, -1.137], [1.357, -0.469, 0.075], [1.663, 0.880, 1.054], [-1.362, 0.034, 1.376], [-0.130, 0.459, 2.579]],
  "lumo_ev": -3.31,
  "homo_lumo_gap_ev": 4.761,
  "homo_ev": -8.070
}



Entry B
{
  "formula": "C4H12N2O",
  "method": "wB97M-V/def2-TZVPD",
  "elements": ["N", "C", "C", "C", "C", "N", "H", "H", "H", "H", "H", "H", "H", "H", "H", "H", "O", "H", "H"],
  "coordinates": [[-2.482, -0.173, 0.237], [-1.194, 0.197, 0.635], [-0.037, 0.088, -0.009], [1.220, 0.879, 0.370], [2.195, 0.141, 1.261], [2.381, -1.344, 1.055], [-3.187, -0.258, 0.937], [-2.618, 0.038, -0.737], [-1.235, 0.815, 1.547], [0.069, -0.109, -1.110], [0.898, 1.776, 0.912], [1.744, 1.213, -0.533], [1.856, 0.096, 2.328], [3.209, 0.577, 1.248], [1.588, -1.771, 1.527], [2.174, -1.593, 0.088], [-2.106, 0.046, -2.980], [-1.910, 0.172, -3.907], [-2.565, -0.792, -2.869]],
  "lumo_ev": 0.65,
  "smiles": "N/C=C/CCN.O",
  "homo_lumo_gap_ev": 8.780,
  "homo_ev": -8.127
}



Top of the stability list: entry B, leading by 146.3 kcal/mol.



Entry A
{
  "formula": "ClHO3S",
  "method": "wB97M-V/def2-TZVPD",
  "elements": ["O", "O", "O", "S", "Cl", "H"],
  "coordinates": [[0.961, -1.452, -0.142], [1.512, 0.898, -0.389], [-0.469, 0.057, -1.584], [0.580, -0.167, -0.681], [-0.752, 0.203, 1.743], [-1.832, 0.461, 1.053]],
  "lumo_ev": -0.46,
  "homo_lumo_gap_ev": 11.517,
  "homo_ev": -11.975
}



Entry B
{
  "formula": "ClHO3S",
  "method": "wB97M-V/def2-TZVPD",
  "elements": ["O", "O", "O", "S", "Cl", "H"],
  "coordinates": [[-0.313, 1.183, 0.605], [-0.313, -1.236, 1.034], [-1.712, -0.216, -0.799], [-0.696, -0.138, 0.200], [1.474, -0.020, -1.114], [1.560, 0.428, 0.074]],
  "lumo_ev": -0.69,
  "homo_lumo_gap_ev": 11.349,
  "homo_ev": -12.044
}



Top of the stability list: entry A, leading by 5.2 kcal/mol.



Entry A
{
  "formula": "C26H36N2O2",
  "method": "wB97M-V/def2-TZVPD",
  "elements": ["C", "N", "C", "C", "C", "C", "C", "C", "C", "C", "C", "N", "C", "C", "C", "O", "C", "C", "C", "C", "C", "C", "C", "O", "C", "C", "C", "C", "C", "C", "H", "H", "H", "H", "H", "H", "H", "H", "H", "H", "H", "H", "H", "H", "H", "H", "H", "H", "H", "H", "H", "H", "H", "H", "H", "H", "H", "H", "H", "H", "H", "H", "H", "H", "H", "H"],
  "coordinates": [[-5.007, -1.521, 1.669], [-5.453, -1.034, 0.381], [-6.898, -1.054, 0.292], [-4.916, 0.278, 0.074], [-3.440, 0.218, -0.349], [-3.272, -0.771, -1.515], [-1.873, -0.772, -2.133], [-0.751, -1.067, -1.139], [0.615, -1.081, -1.828], [1.760, -0.693, -0.891], [1.959, -1.715, 0.249], [2.957, -1.252, 1.196], [2.396, -0.394, 2.214], [3.743, -2.319, 1.773], [3.082, -0.641, -1.639], [3.262, -1.229, -2.680], [4.176, 0.094, -0.953], [3.992, 1.339, -0.361], [5.047, 1.970, 0.272], [6.291, 1.363, 0.329], [6.487, 0.133, -0.275], [5.440, -0.491, -0.925], [-3.001, 1.597, -0.814], [-3.629, 2.231, -1.630], [-1.719, 2.108, -0.253], [-1.386, 1.970, 1.092], [-0.180, 2.457, 1.564], [0.712, 3.070, 0.697], [0.384, 3.219, -0.641], [-0.831, 2.755, -1.110], [-5.328, -0.874, 2.502], [-3.921, -1.590, 1.681], [-5.412, -2.519, 1.831], [-7.249, -2.070, 0.472], [-7.382, -0.384, 1.021], [-7.201, -0.756, -0.710], [-5.481, 0.695, -0.763], [-5.021, 0.973, 0.929], [-2.822, -0.109, 0.487], [-3.993, -0.507, -2.290], [-3.525, -1.766, -1.148], [-1.848, -1.522, -2.927], [-1.686, 0.200, -2.597], [-0.944, -2.027, -0.656], [-0.741, -0.296, -0.368], [0.818, -2.061, -2.262], [0.607, -0.361, -2.650], [1.549, 0.283, -0.450], [0.991, -1.899, 0.740], [2.294, -2.656, -0.194], [1.727, -0.935, 2.904], [3.208, 0.047, 2.791], [1.832, 0.410, 1.746], [4.216, -2.888, 0.975], [3.148, -3.006, 2.396], [4.525, -1.881, 2.392], [3.033, 1.831, -0.419], [4.901, 2.940, 0.724], [7.110, 1.855, 0.835], [7.459, -0.337, -0.244], [5.581, -1.446, -1.410], [-2.080, 1.510, 1.780], [0.067, 2.357, 2.611], [1.655, 3.439, 1.071], [1.072, 3.705, -1.317], [-1.105, 2.878, -2.147]],
  "lumo_ev": 0.32,
  "smiles": "CN(C)C[C@@H](CCCC[C@@H](CN(C)C)C(=O)c1ccccc1)C(=O)c1ccccc1",
  "homo_lumo_gap_ev": 8.630,
  "homo_ev": -8.307
}



Entry B
{
  "formula": "C26H36N2O2",
  "method": "wB97M-V/def2-TZVPD",
  "elements": ["C", "C", "C", "C", "C", "N", "C", "C", "C", "C", "C", "C", "C", "O", "C", "N", "C", "C", "C", "C", "C", "C", "C", "O", "C", "C", "C", "C", "C", "C", "H", "H", "H", "H", "H", "H", "H", "H", "H", "H", "H", "H", "H", "H", "H", "H", "H", "H", "H", "H", "H", "H", "H", "H", "H", "H", "H", "H", "H", "H", "H", "H", "H", "H", "H", "H"],
  "coordinates": [[-3.477, -2.273, 1.486], [-2.166, -2.633, 0.790], [-1.034, -2.682, 1.814], [-1.862, -1.615, -0.316], [-0.822, -2.124, -1.337], [0.093, -1.152, -1.890], [1.095, -0.649, -0.971], [2.299, -1.594, -0.885], [3.374, -1.088, 0.084], [4.706, -1.782, -0.202], [2.974, -1.324, 1.538], [-0.383, -0.282, -2.925], [-1.374, 0.862, -2.563], [-2.110, 1.253, -3.710], [-0.710, 2.167, -2.074], [-0.507, 2.222, -0.642], [0.748, 2.430, -0.103], [1.774, 3.060, -0.821], [3.025, 3.225, -0.270], [3.307, 2.775, 1.015], [2.305, 2.185, 1.748], [1.027, 2.015, 1.212], [-0.009, 1.390, 2.037], [0.233, 0.769, 3.063], [-1.367, 1.596, 1.529], [-2.454, 1.360, 2.373], [-3.743, 1.543, 1.934], [-3.957, 1.976, 0.629], [-2.901, 2.204, -0.226], [-1.579, 2.013, 0.203], [-3.694, -2.982, 2.281], [-3.409, -1.278, 1.920], [-4.307, -2.285, 0.781], [-2.276, -3.624, 0.332], [-1.242, -3.433, 2.573], [-0.086, -2.929, 1.344], [-0.927, -1.719, 2.308], [-2.793, -1.368, -0.831], [-1.495, -0.704, 0.159], [-0.206, -2.887, -0.856], [-1.337, -2.608, -2.172], [0.680, -0.496, 0.032], [1.454, 0.315, -1.334], [2.723, -1.689, -1.887], [1.973, -2.586, -0.573], [3.503, -0.010, -0.073], [5.473, -1.431, 0.485], [4.604, -2.858, -0.081], [5.037, -1.580, -1.218], [2.047, -0.817, 1.788], [2.846, -2.388, 1.727], [3.747, -0.951, 2.206], [-0.897, -0.918, -3.657], [0.484, 0.153, -3.432], [-2.065, 0.491, -1.796], [-2.512, 0.474, -4.110], [-1.342, 2.995, -2.413], [0.250, 2.261, -2.577], [1.591, 3.458, -1.807], [3.793, 3.721, -0.847], [4.294, 2.902, 1.432], [2.470, 1.837, 2.756], [-2.238, 1.032, 3.380], [-4.580, 1.361, 2.590], [-4.964, 2.142, 0.277], [-3.103, 2.552, -1.225]],
  "lumo_ev": -0.07,
  "smiles": "CC(C)CCN(CCC(C)C)C[C@H](O)Cn1c2ccccc2c(=O)c2ccccc21",
  "homo_lumo_gap_ev": 7.856,
  "homo_ev": -7.922
}



Top of the stability list: entry B, leading by 28.7 kcal/mol.



Entry A
{
  "formula": "CH3N3O",
  "method": "wB97M-V/def2-TZVPD",
  "elements": ["N", "N", "N", "C", "O", "H", "H", "H"],
  "coordinates": [[1.579, 0.101, -0.042], [0.386, -0.482, -0.043], [-0.468, 0.307, 0.603], [-1.612, 0.013, -0.037], [-2.751, 0.408, 0.055], [1.674, 0.978, 0.461], [2.374, -0.517, -0.142], [-1.183, -0.808, -0.856]],
  "lumo_ev": -0.72,
  "smiles": "N/N=N/C=O",
  "homo_lumo_gap_ev": 8.879,
  "homo_ev": -9.601
}



Entry B
{
  "formula": "CH3N3O",
  "method": "wB97M-V/def2-TZVPD",
  "elements": ["C", "N", "N", "N", "O", "H", "H", "H"],
  "coordinates": [[-1.650, -1.960, 1.209], [1.314, 1.689, -0.972], [0.869, 0.741, -0.417], [-0.925, -1.407, 0.431], [-2.536, -2.510, 1.713], [1.037, 2.666, -0.677], [1.972, 1.767, -1.695], [-0.079, -0.985, 0.409]],
  "lumo_ev": 0.68,
  "homo_lumo_gap_ev": 9.475,
  "homo_ev": -8.792
}



Entry C
{
  "formula": "CH3N3O",
  "method": "wB97M-V/def2-TZVPD",
  "elements": ["C", "N", "N", "N", "O", "H", "H", "H"],
  "coordinates": [[-1.222, -0.238, 0.086], [-0.262, 0.669, 0.161], [1.166, -1.242, 0.036], [0.982, 0.044, -0.049], [-2.421, 0.025, 0.060], [-0.248, 1.727, -0.126], [0.259, -1.640, 0.074], [1.746, 0.655, -0.242]],
  "lumo_ev": [-1.24, -1.56],
  "homo_lumo_gap_ev": [6.078, 5.396],
  "homo_ev": [-7.319, -6.955]
}



Top of the stability list: entry B, leading by 7.1 kcal/mol.



Entry A
{
  "formula": "C4H2Cl2",
  "method": "wB97M-V/def2-TZVPD",
  "elements": ["C", "C", "C", "C", "Cl", "Cl", "H", "H"],
  "coordinates": [[0.679, 1.822, 0.140], [0.307, 0.580, 0.227], [-0.253, -1.917, -0.085], [-0.173, -0.621, 0.035], [-1.946, -2.286, 0.182], [-0.896, 2.632, 0.247], [1.592, 2.277, -0.324], [0.690, -2.487, -0.423]],
  "lumo_ev": -0.30,
  "homo_lumo_gap_ev": 8.686,
  "homo_ev": -8.987
}



Entry B
{
  "formula": "C4H2Cl2",
  "method": "wB97M-V/def2-TZVPD",
  "elements": ["C", "C", "C", "C", "Cl", "Cl", "H", "H"],
  "coordinates": [[1.470, -0.862, 1.201], [0.534, -1.005, 0.409], [-0.319, -0.887, -0.584], [-1.210, 1.200, -0.602], [-1.036, 2.038, -2.036], [-0.689, 1.962, 0.796], [2.232, -0.916, 1.922], [-0.982, -1.529, -1.106]],
  "lumo_ev": [-1.24, -0.95],
  "homo_lumo_gap_ev": [7.348, 7.125],
  "homo_ev": [-8.588, -8.077]
}



Entry C
{
  "formula": "C4H2Cl2",
  "method": "wB97M-V/def2-TZVPD",
  "elements": ["C", "C", "C", "C", "Cl", "Cl", "H", "H"],
  "coordinates": [[-1.157, -2.283, -0.045], [-0.032, -1.497, -0.003], [0.987, -0.863, 0.178], [-2.383, 0.247, 0.254], [-3.980, 0.989, 0.207], [-2.562, -1.449, -0.028], [1.893, -0.329, 0.227], [-1.739, 0.686, -0.502]],
  "lumo_ev": [-0.96, -1.86],
  "homo_lumo_gap_ev": [7.978, 5.936],
  "homo_ev": [-8.936, -7.798]
}



Top of the stability list: entry A, leading by 76.6 kcal/mol.



Entry A
{
  "formula": "C6H12N2S",
  "method": "wB97M-V/def2-TZVPD",
  "elements": ["C", "C", "C", "C", "N", "N", "H", "H", "H", "H", "H", "H", "C", "C", "S", "H", "H", "H", "H", "H", "H"],
  "coordinates": [[1.751, -2.624, 0.135], [0.155, -1.274, 1.702], [0.614, -1.722, 0.454], [-1.354, -0.887, 0.134], [-1.033, -0.661, 1.500], [-0.336, -1.433, -0.439], [0.811, -1.402, 2.536], [-1.625, -0.093, 2.106], [1.642, -2.741, -0.959], [1.571, -3.647, 0.506], [-2.356, -0.699, -0.204], [2.708, -2.409, 0.645], [-1.625, 2.196, -0.333], [1.045, 2.225, -1.433], [-0.582, 3.048, -1.556], [-2.209, 2.932, 0.216], [-2.068, 1.440, -0.950], [-1.131, 1.556, 0.380], [1.783, 3.027, -1.425], [1.140, 1.692, -2.382], [1.099, 1.475, -0.636]],
  "spin_multiplicity": 2,
  "lumo_ev": [3.16, 3.11],
  "charge": -1,
  "homo_lumo_gap_ev": [2.217, 7.993],
  "homo_ev": [0.947, -4.887]
}



Entry B
{
  "formula": "C6H12N2S",
  "method": "wB97M-V/def2-TZVPD",
  "elements": ["C", "C", "S", "H", "H", "H", "H", "H", "H", "C", "C", "C", "C", "N", "N", "H", "H", "H", "H", "H", "H"],
  "coordinates": [[-1.021, -1.998, 1.015], [-1.602, -3.054, 1.938], [-1.406, -2.245, -0.748], [-1.335, -0.988, 1.275], [0.065, -2.001, 1.114], [-1.078, -2.984, 2.898], [-0.434, -1.424, -1.219], [-1.430, -4.061, 1.566], [-2.643, -2.840, 2.175], [0.176, 1.903, -2.592], [1.435, 0.709, 0.524], [0.729, 1.733, -1.223], [1.127, 2.699, -0.332], [0.931, 0.495, -0.676], [1.560, 2.020, 0.764], [1.709, -0.029, 1.254], [1.966, 2.453, 1.598], [1.103, 3.768, -0.436], [0.838, 1.436, -3.327], [0.116, 2.960, -2.854], [-0.807, 1.450, -2.713]],
  "spin_multiplicity": 2,
  "lumo_ev": [3.22, 3.19],
  "charge": -1,
  "homo_lumo_gap_ev": [2.251, 8.277],
  "homo_ev": [0.965, -5.086]
}



Top of the stability list: entry B, leading by 31.5 kcal/mol.